No. 1
# C10H16NO4P

An isolated molecule of C10H16NO4P (wB97M-V/def2-TZVPD, OMol25).

The gap between HOMO and LUMO is 10.4205 eV. The value obtained for the HOMO energy is -0.357 Eh. Its structure (SMILES) is CCOP(=O)(OCC)[C@H](O)c1cccnc1.

Geometry (Å):
C: -4.05 -0.55 -0.42
C: -3.58 0.75 0.20
O: -2.25 0.64 0.69
P: -1.04 0.74 -0.37
O: -1.36 1.47 -1.60
O: -0.61 -0.77 -0.70
C: -0.37 -1.74 0.31
C: 0.87 -2.54 -0.03
C: 0.28 1.55 0.65
O: 0.12 2.93 0.46
C: 1.63 1.04 0.24
C: 2.55 0.56 1.16
C: 3.78 0.10 0.71
C: 4.03 0.14 -0.65
N: 3.16 0.59 -1.54
C: 1.99 1.03 -1.11
H: -4.00 -1.36 0.30
H: -3.41 -0.79 -1.27
H: -5.08 -0.44 -0.77
H: -4.19 1.03 1.07
H: -3.61 1.56 -0.54
H: -0.26 -1.24 1.28
H: -1.25 -2.39 0.36
H: 1.02 -3.32 0.71
H: 1.74 -1.90 -0.06
H: 0.74 -3.00 -1.01
H: 0.11 1.37 1.72
H: -0.07 3.08 -0.48
H: 2.31 0.55 2.22
H: 4.52 -0.27 1.40
H: 4.97 -0.20 -1.06
H: 1.31 1.38 -1.87


No. 2
# C10H16NP

An isolated molecule of C10H16NP (wB97M-V/def2-TZVPD, OMol25).

The gap between HOMO and LUMO is 8.8322 eV. The value obtained for the HOMO energy is -0.290 Eh. Its structure (SMILES) is CCNP(C)Cc1ccccc1. The value obtained for the energy above the lowest of the compared OMol25 structures with the same formula, charge and spin is 13.9 kcal per mole.

Geometry (Å):
C: 1.86 -3.08 -0.71
C: 2.02 -2.04 0.35
N: 1.09 -0.92 0.37
P: 1.19 0.31 -0.86
C: 2.90 0.88 -0.36
C: 0.25 1.57 0.29
C: -1.18 1.31 0.24
C: -1.94 0.68 1.32
C: -3.26 0.48 1.17
C: -3.91 0.89 0.03
C: -3.26 1.58 -0.98
C: -1.89 1.72 -0.92
H: 2.58 -3.17 -1.54
H: 2.32 -4.00 -0.21
H: 0.82 -3.24 -1.04
H: 1.82 -2.44 1.39
H: 3.04 -1.63 0.21
H: 0.12 -1.39 0.56
H: 3.55 0.31 -0.95
H: 3.02 0.86 0.68
H: 3.00 1.94 -0.79
H: 0.59 1.43 1.26
H: 0.46 2.49 -0.23
H: -1.36 0.25 2.16
H: -3.80 0.24 2.13
H: -5.03 0.76 -0.14
H: -3.72 1.88 -1.90
H: -1.27 2.32 -1.54


No. 3
# C10H16NP

An isolated molecule of C10H16NP (wB97M-V/def2-TZVPD, OMol25).

The gap between HOMO and LUMO is 9.4825 eV. The value obtained for the HOMO energy is -0.318 Eh. Its structure (SMILES) is CP(c1ccccn1)C(C)(C)C. The value obtained for the energy above the lowest of the compared OMol25 structures with the same formula, charge and spin is 29.9 kcal per mole.

Geometry (Å):
C: -1.54 0.88 1.53
P: 0.02 -0.09 1.53
C: -0.61 -1.49 0.48
C: 0.16 -2.55 0.07
C: -0.37 -3.67 -0.52
C: -1.66 -3.62 -0.93
C: -2.33 -2.39 -0.70
N: -1.90 -1.44 0.08
C: 0.83 0.86 0.18
C: -0.03 0.96 -1.08
C: 0.95 2.26 0.77
C: 2.23 0.48 -0.21
H: -1.54 1.73 2.15
H: -2.32 0.42 2.06
H: -2.04 0.95 0.63
H: 1.20 -2.34 0.37
H: 0.32 -4.64 -0.70
H: -1.98 -4.44 -1.46
H: -3.27 -2.10 -1.01
H: 0.08 0.11 -1.79
H: -1.07 0.87 -1.05
H: 0.18 1.81 -1.73
H: 1.57 2.22 1.59
H: 0.03 2.70 1.11
H: 1.18 3.04 0.07
H: 2.97 0.06 0.56
H: 2.19 -0.30 -1.03
H: 2.64 1.33 -0.54


No. 4
# C10H16O

A cluster of 2 separate species, C10H16O in total (wB97M-V/def2-TZVPD, OMol25).

The gap between HOMO and LUMO is 9.2094 eV. The value obtained for the HOMO energy is -0.307 Eh. Its structure (SMILES) is Cc1ccc(O)cc1.CCC. The value obtained for the energy above the lowest of the compared OMol25 structures with the same formula, charge and spin is 41.4 kcal per mole.

Geometry (Å):
C: 1.51 -2.60 0.08
C: 1.53 -1.14 -0.27
C: 2.30 -0.70 -1.36
C: 2.38 0.63 -1.75
C: 1.76 1.53 -0.90
O: 1.93 2.92 -0.94
C: 1.14 1.16 0.29
C: 0.91 -0.18 0.52
H: 2.08 -3.26 -0.56
H: 0.54 -3.10 0.19
H: 1.80 -2.65 1.13
H: 2.66 -1.48 -2.03
H: 2.99 1.03 -2.54
H: 2.56 3.19 -1.62
H: 0.67 1.88 0.94
H: 0.17 -0.52 1.23
C: -2.48 1.49 0.51
C: -2.46 0.05 0.02
C: -2.41 -0.89 1.27
H: -1.51 1.96 0.67
H: -2.92 1.73 1.49
H: -2.99 2.25 -0.10
H: -3.48 -0.03 -0.36
H: -1.60 -0.03 -0.64
H: -1.81 -0.34 1.99
H: -3.40 -1.11 1.66
H: -1.87 -1.81 1.07


No. 5
# C10H16O

A cluster of 2 separate species, C10H16O in total (wB97M-V/def2-TZVPD, OMol25).

The gap between HOMO and LUMO is 9.4817 eV. The value obtained for the HOMO energy is -0.319 Eh. Its structure (SMILES) is Cc1ccc(O)cc1.CCC. The value obtained for the energy above the lowest of the compared OMol25 structures with the same formula, charge and spin is 35.3 kcal per mole.

Geometry (Å):
C: 0.39 1.43 2.83
C: -0.40 0.79 1.73
C: -0.04 -0.52 1.33
C: -0.94 -1.36 0.73
C: -2.24 -0.90 0.52
O: -3.24 -1.80 0.18
C: -2.50 0.44 0.59
C: -1.62 1.30 1.30
H: 1.47 1.25 2.72
H: 0.19 0.99 3.82
H: 0.28 2.52 2.90
H: 0.88 -0.97 1.68
H: -0.68 -2.37 0.41
H: -3.04 -2.20 -0.66
H: -3.39 0.94 0.23
H: -1.83 2.32 1.60
C: 2.33 0.42 -1.18
C: 1.52 0.22 -2.45
C: 0.65 -0.98 -2.45
H: 2.86 -0.51 -0.92
H: 1.80 0.72 -0.26
H: 3.16 1.12 -1.28
H: 0.98 1.16 -2.60
H: 2.30 0.07 -3.22
H: 0.34 -1.26 -3.46
H: 1.11 -1.92 -2.13
H: -0.34 -0.90 -1.98


No. 6
# C10H16O

A cluster of 2 separate species, C10H16O in total (wB97M-V/def2-TZVPD, OMol25).

The gap between HOMO and LUMO is 9.0375 eV. The value obtained for the HOMO energy is -0.303 Eh. Its structure (SMILES) is CCc1ccc(O)cc1.CC. The value obtained for the energy above the lowest of the compared OMol25 structures with the same formula, charge and spin is 47.3 kcal per mole.

Geometry (Å):
C: -0.31 -2.73 -2.26
C: -0.76 -1.33 -1.77
C: -0.13 -1.14 -0.42
C: -0.83 -1.30 0.75
C: -0.35 -0.95 2.03
C: 0.76 -0.14 2.01
O: 1.42 0.40 3.07
C: 1.54 0.00 0.83
C: 1.21 -0.55 -0.36
H: -0.77 -2.95 -3.22
H: -0.44 -3.49 -1.47
H: 0.79 -2.83 -2.25
H: -0.40 -0.57 -2.47
H: -1.84 -1.36 -1.79
H: -1.79 -1.81 0.74
H: -0.67 -1.23 3.02
H: 0.93 0.47 3.88
H: 2.53 0.46 0.89
H: 1.72 -0.69 -1.30
C: -1.53 3.60 -0.87
C: -0.41 3.08 -1.88
H: -1.78 2.76 -0.25
H: -1.14 4.36 -0.21
H: -2.25 4.13 -1.49
H: -0.90 2.46 -2.62
H: 0.30 2.63 -1.20
H: 0.02 3.98 -2.33